The following is a DFT calculation (ωB97M-V/def2-TZVPD) of C47H57BaBrN7O7PS4 as an isolated structure.

Results
- HOMO-LUMO gap (spin up / spin down) (eV) = 5.3 / 5.4
- total energy (eV) = -197800.084
- relative energy (zero: lowest compared OMol25 entry of this formula, charge and spin) (kJ/mol) = 0.0
- lowest unoccupied orbital energy (spin up / spin down) (eV) = 3.461 / 3.499
- HOMO energy (spin up / spin down) (eV) = -1.86 / -1.86

Geometry as ORCA input:
```
! wB97M-V def2-TZVPD RIJCOSX def2/J DEFGRID3
* xyz -2 1
Ba 11.255 0.263 23.742
C 14.728 -1.130 22.393
O 13.991 -0.921 23.614
C 14.050 -2.052 24.412
C 14.746 -2.028 25.605
C 14.882 -3.187 26.361
C 14.265 -4.349 25.895
C 13.612 -4.366 24.673
C 13.432 -3.178 23.943
N 12.681 -3.266 22.678
N 11.799 -2.395 22.551
C 10.910 -2.527 21.445
C 10.545 -1.284 20.911
O 11.064 -0.190 21.260
C 9.610 -1.309 19.814
C 9.159 -2.496 19.338
C 9.566 -3.762 19.857
C 9.171 -5.004 19.299
C 9.609 -6.206 19.767
C 10.386 -6.227 20.957
C 10.786 -5.041 21.492
C 10.477 -3.793 20.951
H 15.802 -1.100 22.615
H 14.480 -0.263 21.784
H 14.412 -2.020 21.894
H 15.198 -1.088 25.828
H 15.462 -3.154 27.292
H 14.348 -5.311 26.453
H 13.240 -5.274 24.221
H 9.302 -0.370 19.388
H 8.502 -2.477 18.491
H 8.554 -4.977 18.363
H 9.316 -7.159 19.298
H 10.713 -7.196 21.363
H 11.539 -5.099 22.299
S 9.582 1.345 26.316
C 9.195 3.005 26.211
C 8.122 3.490 27.001
C 7.568 4.716 26.821
C 8.055 5.519 25.820
C 9.143 5.129 25.061
C 9.785 3.914 25.281
S 11.194 3.464 24.341
H 7.662 2.758 27.671
H 6.800 5.122 27.509
H 7.705 6.534 25.676
H 9.597 5.788 24.305
O 10.805 -1.479 25.624
H 11.070 -2.413 25.531
H 11.027 -1.228 26.525
O 11.110 -0.872 28.245
H 10.545 -1.581 28.607
H 10.487 -0.119 28.216
O 6.310 -1.545 21.627
C 7.047 -1.687 22.476
Br 16.780 2.480 24.641
C 15.380 2.202 25.927
C 14.501 3.283 26.166
C 13.356 2.996 26.870
C 13.145 1.684 27.306
C 14.076 0.720 27.003
N 15.226 0.976 26.336
H 14.657 4.258 25.732
H 12.595 3.775 26.955
H 12.264 1.361 27.810
H 13.905 -0.304 27.331
C 7.946 4.458 21.764
N 8.132 3.020 21.641
C 9.360 2.733 20.958
C 7.776 2.222 22.719
N 8.514 1.211 23.053
N 6.599 2.578 23.373
C 6.273 1.788 24.543
C 5.420 2.785 22.512
H 8.886 4.998 21.658
H 7.502 4.662 22.752
H 7.226 4.847 21.033
H 9.428 3.311 20.015
H 9.411 1.670 20.680
H 10.258 2.962 21.558
H 8.105 0.610 23.765
H 5.724 0.890 24.301
H 5.576 2.441 25.084
H 7.178 1.592 25.089
H 5.433 2.105 21.638
H 5.375 3.832 22.117
H 4.485 2.577 23.061
N 13.369 2.376 22.286
C 13.326 3.523 22.222
C 13.232 4.913 21.800
C 12.120 5.688 22.177
C 11.823 6.819 21.401
C 12.620 7.138 20.333
C 13.799 6.440 20.031
C 14.079 5.305 20.762
H 11.472 5.335 22.986
H 10.981 7.445 21.705
H 12.293 7.949 19.710
H 14.317 6.760 19.127
H 14.923 4.655 20.462
C 13.171 -8.212 26.945
C 12.104 -8.119 28.040
C 12.656 -8.696 29.370
O 11.795 -6.725 28.297
P 10.279 -6.116 28.504
S 9.322 -7.042 29.900
S 10.514 -4.170 28.476
O 9.481 -6.475 27.164
C 9.922 -6.011 25.876
C 8.940 -4.981 25.286
C 10.006 -7.226 24.941
H 13.392 -9.255 26.731
H 14.100 -7.719 27.275
H 12.833 -7.716 26.024
H 11.175 -8.610 27.736
H 13.432 -8.044 29.689
H 13.047 -9.715 29.312
H 11.821 -8.752 30.088
H 10.915 -5.480 25.915
H 7.990 -5.499 25.137
H 9.390 -4.605 24.331
H 8.834 -4.150 25.980
H 9.035 -7.769 24.828
H 10.721 -7.952 25.369
H 10.367 -6.931 23.945
*
```